1.
{
  "formula": "C35H66BeLiMg2N4O11PS2",
  "method": "ωB97M-V with the def2-TZVPD basis set",
  "total_charge": 2,
  "e_homo_ev": -10.199,
  "orbital_gap_ev": 0.87,
  "multiplicity": 1,
  "e_lumo_ev": -9.3325,
  "species": ["C", "C", "C", "C", "C", "C", "C", "C", "N", "C", "C", "C", "C", "C", "C", "C", "C", "C", "S", "S", "C", "C", "C", "C", "C", "C", "C", "C", "C", "C", "C", "C", "C", "O", "N", "C", "O", "H", "H", "H", "H", "H", "H", "H", "H", "H", "H", "H", "H", "H", "H", "H", "H", "H", "H", "H", "H", "H", "H", "H", "H", "H", "H", "H", "H", "H", "H", "H", "H", "H", "H", "H", "H", "H", "H", "H", "H", "H", "H", "H", "H", "H", "H", "H", "H", "H", "H", "N", "H", "H", "H", "H", "O", "P", "O", "O", "O", "Li", "Mg", "C", "N", "O", "O", "H", "H", "H", "O", "H", "C", "O", "H", "H", "H", "Be", "C", "C", "O", "H", "H", "H", "H", "H", "Mg"],
  "xyz": [[4.294, 2.955, -0.753], [2.899, 3.354, -1.318], [2.811, 3.492, -2.866], [3.824, 2.660, -3.678], [3.805, 1.145, -3.398], [2.400, 0.528, -3.307], [2.380, -0.782, -2.452], [2.062, -2.068, -3.285], [0.991, -2.935, -2.751], [1.261, -3.302, -1.365], [1.175, -4.811, -1.072], [2.090, -5.234, 0.091], [2.081, -4.245, 1.283], [2.044, -4.910, 2.672], [1.399, -3.964, 3.706], [1.727, -2.469, 3.528], [3.225, -2.132, 3.811], [-0.305, -2.482, -2.938], [-1.556, -3.339, -2.318], [-0.669, -0.953, -3.790], [-1.707, -0.139, -2.519], [-1.428, 1.363, -2.376], [-0.857, 1.738, -0.990], [-1.669, 1.123, 0.151], [-3.042, 1.249, 0.063], [-3.854, 0.694, 1.012], [-5.366, 0.776, 0.942], [-3.249, 0.033, 2.035], [-1.884, -0.095, 2.134], [-1.046, 0.453, 1.188], [0.449, 0.301, 1.332], [0.903, 0.992, 2.662], [-1.557, -0.920, 3.363], [-0.508, -1.245, 3.853], [-2.819, -1.338, 3.867], [-3.865, -0.702, 3.196], [-5.040, -0.780, 3.494], [5.133, 3.199, -1.402], [4.405, 3.455, 0.214], [4.261, 1.885, -0.509], [2.676, 4.345, -0.910], [2.158, 2.650, -0.922], [3.002, 4.543, -3.110], [1.776, 3.320, -3.186], [4.811, 3.115, -3.572], [3.553, 2.791, -4.736], [4.313, 0.664, -4.247], [4.435, 0.936, -2.524], [2.095, 0.233, -4.312], [1.644, 1.188, -2.883], [1.631, -0.667, -1.662], [3.385, -0.933, -1.969], [1.845, -1.880, -4.336], [2.975, -2.691, -3.266], [2.278, -2.975, -1.121], [0.594, -2.817, -0.643], [1.500, -5.372, -1.954], [0.149, -5.093, -0.832], [3.121, -5.444, -0.218], [1.707, -6.192, 0.462], [1.179, -3.628, 1.210], [2.977, -3.593, 1.263], [1.425, -5.810, 2.587], [3.049, -5.231, 2.965], [0.290, -4.054, 3.588], [1.705, -4.241, 4.737], [1.160, -1.934, 4.303], [1.403, -2.066, 2.570], [3.339, -1.705, 4.808], [3.533, -1.386, 3.069], [3.866, -3.010, 3.688], [-2.756, -0.265, -2.798], [-1.566, -0.708, -1.597], [-2.370, 1.905, -2.499], [-0.753, 1.738, -3.152], [-0.782, 2.836, -0.893], [0.173, 1.369, -0.963], [-3.482, 1.792, -0.765], [-5.750, 0.870, 1.957], [-5.642, 1.626, 0.315], [-5.759, -0.139, 0.477], [1.008, 0.814, 0.546], [0.782, -0.741, 1.351], [1.837, 1.597, 2.463], [1.185, 0.260, 3.419], [0.157, 1.695, 3.039], [-2.944, -1.193, 4.867], [-6.903, -2.670, 0.573], [-6.423, -2.448, -0.302], [-6.332, -2.353, 1.367], [-7.809, -2.196, 0.596], [-7.046, -3.682, 0.637], [5.908, -6.853, -2.027], [6.226, -5.521, -1.396], [7.553, -5.029, -1.922], [6.321, -5.691, 0.102], [5.099, -4.479, -1.735], [-0.386, -3.947, 5.413], [-1.939, -3.604, 7.932], [-2.696, 6.273, -1.674], [-1.538, 5.352, -1.484], [-1.198, 5.094, -0.345], [-1.006, 4.915, -2.488], [-3.060, 6.576, -0.699], [-2.342, 7.126, -2.236], [-3.460, 5.730, -2.222], [-2.106, -1.465, 10.791], [-2.840, -0.930, 11.116], [-2.347, -3.494, 1.901], [-1.554, -3.528, 2.984], [-2.020, -4.111, 1.033], [-3.397, -3.847, 2.045], [-2.500, -2.491, 1.431], [2.661, 3.070, 2.518], [-4.372, 10.398, -3.388], [-3.577, 9.035, -3.315], [-4.337, 8.179, -2.671], [-4.579, 10.786, -2.393], [-3.762, 11.130, -3.922], [-5.310, 10.281, -3.924], [-2.597, 9.292, -2.867], [-3.315, 8.801, -4.366], [4.877, -2.771, -1.181]],
  "lowdin_charge": [-0.126, -0.239, -0.204, -0.200, -0.199, -0.181, -0.165, -0.185, -0.169, -0.232, -0.169, -0.180, -0.200, -0.172, -0.249, -0.276, -0.073, -1.031, 0.731, 0.933, -0.453, -0.236, -0.123, -0.135, 0.031, -0.189, -0.009, -0.065, -0.032, -0.103, -0.130, -0.132, -0.325, 0.051, 0.176, -0.370, 0.084, 0.072, 0.013, 0.046, 0.099, 0.067, 0.113, 0.094, 0.107, 0.117, 0.117, 0.078, 0.103, 0.078, 0.104, 0.060, 0.114, 0.109, 0.075, 0.109, 0.127, 0.086, 0.091, 0.115, 0.101, 0.098, 0.116, 0.117, 0.044, 0.107, 0.076, 0.065, 0.077, 0.059, 0.067, 0.077, 0.044, 0.099, 0.099, 0.101, 0.073, 0.131, 0.082, 0.089, 0.057, 0.077, 0.097, -0.185, 0.062, 0.089, 0.162, 0.334, 0.156, 0.142, 0.165, 0.164, -0.002, -0.037, -0.043, -0.062, -0.440, 0.396, 0.709, 0.040, -0.432, 0.058, 0.058, 0.105, 0.075, 0.107, -0.292, -0.065, -0.370, -0.343, 0.055, 0.055, 0.050, 0.430, -0.012, -0.401, -0.003, 0.083, 0.091, 0.083, 0.117, 0.133, 1.263]
}

---

2.
{
  "formula": "C3H6O3Rb",
  "method": "ωB97M-V with the def2-TZVPD basis set",
  "total_charge": 1,
  "e_homo_ev": -14.031,
  "orbital_gap_ev": 9.98,
  "multiplicity": 1,
  "e_above_lowest_kcal_mol": 8.3,
  "e_lumo_ev": -4.0491,
  "species": ["H", "C", "C", "H", "H", "H", "H", "O", "C", "O", "O", "Rb", "H"],
  "xyz": [[-1.123, 1.781, 1.165], [-1.666, 0.917, 0.762], [-0.935, 0.338, -0.426], [-2.658, 1.252, 0.435], [-1.788, 0.156, 1.544], [-0.734, 1.097, -1.189], [-1.526, -0.432, -0.931], [0.331, -0.152, 0.091], [0.993, -1.054, -0.597], [1.096, -1.008, -1.800], [2.023, -1.488, 0.140], [4.167, 0.920, 0.235], [1.820, -2.328, 0.571]],
  "lowdin_charge": [0.083, -0.062, -0.192, 0.092, 0.089, 0.130, 0.137, 0.013, -0.643, 0.155, 0.065, 0.992, 0.141]
}

---

3.
{
  "formula": "C2H2O3",
  "method": "ωB97M-V with the def2-TZVPD basis set",
  "total_charge": 0,
  "e_homo_ev": -10.661,
  "orbital_gap_ev": 10.71,
  "multiplicity": 1,
  "e_above_lowest_kcal_mol": 59.3,
  "e_lumo_ev": 0.0478,
  "species": ["C", "C", "O", "O", "O", "H", "H"],
  "xyz": [[-0.083, -0.404, -0.034], [-1.838, -1.263, -0.314], [0.238, -1.018, 0.859], [1.161, 1.470, -0.176], [-2.426, -1.586, 0.611], [1.605, 2.215, -0.392], [1.344, 0.587, -0.553]],
  "lowdin_charge": [-0.125, -0.027, 0.118, -0.060, 0.096, -0.011, 0.009]
}

---

4.
{
  "formula": "C26H34AsFN2O3PbS3SbSi",
  "method": "ωB97M-V with the def2-TZVPD basis set",
  "s2": 0.798,
  "total_charge": 0,
  "e_homo_ev": [-7.528, -7.517],
  "orbital_gap_ev": [7.50, 5.82],
  "multiplicity": 2,
  "e_lumo_ev": [-0.0316, -1.6955],
  "species": ["Pb", "C", "C", "C", "C", "C", "C", "C", "F", "C", "C", "C", "O", "C", "C", "N", "C", "C", "O", "O", "H", "H", "H", "H", "H", "H", "H", "H", "H", "H", "H", "S", "Sb", "S", "S", "C", "As", "C", "C", "H", "H", "H", "H", "H", "H", "H", "H", "H", "C", "Si", "C", "C", "N", "C", "C", "C", "C", "C", "C", "H", "H", "H", "H", "H", "H", "H", "H", "H", "H", "H", "H", "H", "H"],
  "xyz": [[-1.422, -2.384, -0.436], [-2.086, 5.230, -2.366], [-1.850, 5.059, -0.870], [-0.842, 6.042, -0.293], [0.550, 5.780, -0.849], [0.937, 4.345, -0.605], [2.255, 3.966, -0.496], [2.584, 2.634, -0.254], [3.890, 2.311, -0.168], [1.635, 1.669, -0.095], [0.286, 2.031, -0.202], [-0.736, 0.982, -0.044], [-0.356, -0.165, 0.258], [-2.090, 1.389, -0.258], [-2.335, 2.714, -0.487], [-1.408, 3.680, -0.580], [-0.061, 3.358, -0.464], [-3.325, 0.493, -0.207], [-4.415, 1.056, -0.204], [-3.144, -0.772, -0.184], [-2.400, 6.251, -2.584], [-2.868, 4.551, -2.708], [-1.183, 5.013, -2.938], [-2.799, 5.182, -0.345], [-0.825, 5.932, 0.794], [-1.170, 7.057, -0.517], [1.281, 6.441, -0.384], [0.572, 5.994, -1.921], [3.048, 4.697, -0.593], [1.892, 0.639, 0.113], [-3.368, 3.017, -0.604], [-1.848, -6.056, 1.445], [-2.225, -6.116, -0.974], [-3.430, -4.209, -1.387], [-0.288, -5.215, 0.296], [-1.830, -3.371, 3.852], [-2.309, -2.245, 2.339], [-4.235, -2.213, 2.511], [-1.843, -0.492, 3.046], [-2.090, -2.853, 4.776], [-0.764, -3.595, 3.845], [-2.376, -4.308, 3.782], [-4.502, -1.858, 3.506], [-4.617, -3.222, 2.358], [-4.639, -1.557, 1.743], [-2.029, -0.474, 4.119], [-2.464, 0.256, 2.554], [-0.799, -0.269, 2.837], [1.082, -3.969, -2.965], [1.919, -2.411, -2.376], [3.699, -2.457, -2.938], [1.102, -0.896, -3.092], [1.576, -2.370, -0.659], [2.320, -2.224, 0.422], [3.724, -1.933, 0.412], [4.424, -1.768, 1.582], [3.778, -1.887, 2.816], [2.410, -2.165, 2.867], [1.694, -2.324, 1.707], [1.272, -4.129, -4.029], [-0.002, -3.930, -2.821], [1.457, -4.838, -2.417], [3.701, -2.630, -4.017], [4.261, -3.271, -2.474], [4.232, -1.523, -2.752], [0.973, -1.005, -4.172], [1.703, -0.002, -2.910], [0.118, -0.724, -2.650], [4.226, -1.832, -0.540], [5.483, -1.544, 1.549], [4.339, -1.761, 3.732], [1.913, -2.256, 3.825], [0.635, -2.547, 1.742]],
  "lowdin_charge": [0.952, -0.024, -0.308, -0.135, -0.129, -0.130, 0.053, -0.256, 0.061, 0.073, -0.038, -0.312, -0.169, -0.023, 0.032, 0.016, -0.073, -0.630, 0.027, -0.276, 0.089, 0.085, 0.084, 0.148, 0.130, 0.122, 0.122, 0.120, 0.132, 0.122, 0.147, -0.162, 0.395, -0.297, -0.237, -0.311, 1.011, -0.271, -0.274, 0.027, 0.017, -0.007, 0.036, 0.033, 0.025, 0.029, 0.031, 0.017, -0.178, 0.378, -0.188, -0.157, -0.005, -0.365, -0.007, -0.075, -0.064, -0.070, -0.030, 0.037, 0.000, 0.030, 0.035, 0.036, 0.028, 0.039, 0.031, 0.007, 0.083, 0.107, 0.104, 0.105, 0.044]
}

---

5.
{
  "formula": "C21H64N14O9",
  "method": "ωB97M-V with the def2-TZVPD basis set",
  "s2": 0.750,
  "total_charge": -1,
  "e_homo_ev": [0.260, -6.292],
  "orbital_gap_ev": [2.06, 8.60],
  "multiplicity": 2,
  "e_above_lowest_kcal_mol": 8.7,
  "e_lumo_ev": [2.3176, 2.3070],
  "species": ["C", "O", "N", "N", "H", "H", "H", "H", "C", "O", "N", "N", "H", "H", "H", "H", "C", "O", "N", "N", "H", "H", "H", "H", "C", "O", "N", "N", "H", "H", "H", "H", "C", "O", "N", "N", "H", "H", "H", "H", "C", "C", "C", "O", "C", "N", "H", "H", "H", "H", "H", "H", "H", "H", "H", "H", "H", "C", "C", "C", "O", "C", "N", "H", "H", "H", "H", "H", "H", "H", "H", "H", "H", "H", "C", "C", "C", "O", "C", "N", "H", "H", "H", "H", "H", "H", "H", "H", "H", "H", "H", "C", "C", "C", "O", "C", "N", "H", "H", "H", "H", "H", "H", "H", "H", "H", "H", "H"],
  "xyz": [[2.027, 2.249, -13.259], [0.873, 2.675, -13.205], [2.860, 2.324, -12.291], [2.437, 1.528, -14.250], [3.772, 2.148, -12.687], [2.606, 2.736, -11.404], [3.425, 1.590, -14.454], [1.817, 1.087, -14.914], [0.644, -2.062, -16.650], [-0.223, -1.369, -16.201], [1.443, -2.882, -16.034], [1.117, -2.054, -17.833], [2.135, -3.456, -16.495], [1.201, -2.978, -15.058], [0.776, -1.393, -18.516], [2.005, -2.530, -17.900], [-3.654, 6.259, -15.748], [-2.877, 6.966, -16.287], [-4.574, 6.604, -14.897], [-3.677, 4.995, -15.851], [-5.153, 5.838, -14.582], [-4.766, 7.550, -14.599], [-2.921, 4.669, -16.436], [-4.400, 4.413, -15.454], [-1.974, 1.697, -15.008], [-3.080, 1.409, -15.434], [-1.764, 2.738, -14.252], [-0.865, 1.074, -15.226], [-2.588, 3.238, -13.950], [-0.842, 3.020, -13.950], [-0.755, 0.158, -15.637], [-0.188, 1.552, -14.649], [-2.393, -0.199, -18.861], [-1.240, 0.180, -19.026], [-2.958, -1.027, -19.734], [-3.232, 0.199, -17.995], [-3.967, -1.017, -19.782], [-2.364, -1.750, -20.114], [-3.011, 0.842, -17.248], [-3.866, -0.568, -17.822], [0.102, -4.508, -11.673], [-0.045, -3.493, -12.825], [-1.058, -2.322, -12.740], [-2.159, -2.819, -12.061], [-3.335, -2.080, -12.158], [1.241, -3.023, -13.231], [1.051, -5.044, -11.705], [-0.768, -5.165, -11.661], [0.084, -3.900, -10.769], [-0.410, -4.025, -13.703], [-1.302, -1.981, -13.747], [-0.701, -1.545, -12.065], [-4.178, -2.391, -11.540], [-3.561, -2.016, -13.222], [-3.123, -1.060, -11.838], [1.884, -3.802, -13.251], [1.686, -2.494, -12.495], [-4.498, 4.492, -11.692], [-5.553, 4.011, -12.702], [-6.351, 2.859, -12.079], [-5.669, 1.570, -11.736], [-5.278, 0.799, -12.828], [-6.368, 5.245, -13.105], [-3.599, 3.884, -11.791], [-4.824, 4.425, -10.654], [-4.321, 5.567, -11.711], [-5.125, 3.414, -13.507], [-7.248, 2.669, -12.668], [-6.685, 3.186, -11.094], [-5.108, -0.119, -12.265], [-4.413, 1.067, -13.434], [-6.086, 0.599, -13.531], [-7.172, 4.902, -13.611], [-6.748, 5.745, -12.314], [2.290, 0.674, -19.030], [1.916, 1.629, -17.920], [3.080, 2.601, -17.579], [3.128, 3.498, -18.698], [4.272, 4.257, -18.601], [0.732, 2.437, -18.358], [2.502, 1.091, -20.015], [1.540, -0.096, -19.214], [3.183, 0.127, -18.729], [1.578, 1.005, -17.093], [3.997, 2.059, -17.348], [2.857, 3.098, -16.635], [4.529, 4.726, -19.551], [5.197, 3.743, -18.341], [4.084, 5.131, -17.976], [0.391, 2.732, -17.454], [0.015, 1.760, -18.579], [-3.291, 7.728, -9.831], [-1.995, 8.188, -10.455], [-1.553, 7.398, -11.690], [-1.577, 6.042, -11.472], [-0.935, 5.333, -12.580], [-2.223, 9.585, -10.729], [-3.739, 8.398, -9.098], [-3.151, 6.726, -9.423], [-3.961, 7.669, -10.689], [-1.281, 7.883, -9.690], [-0.523, 7.729, -11.824], [-2.159, 7.687, -12.549], [-1.648, 5.320, -13.404], [-0.851, 4.267, -12.366], [0.083, 5.576, -12.884], [-1.394, 10.025, -11.103], [-2.300, 10.143, -9.891]],
  "lowdin_charge": [-0.891, -0.042, 0.120, 0.151, 0.003, 0.107, -0.006, 0.081, -0.791, 0.046, 0.145, 0.166, 0.103, 0.044, 0.078, 0.109, -0.870, 0.064, 0.163, 0.176, 0.041, 0.116, 0.132, 0.101, -0.760, -0.018, 0.175, 0.217, 0.081, 0.053, 0.056, 0.069, -0.766, 0.021, 0.138, 0.201, 0.100, 0.108, 0.073, 0.118, -0.053, -0.431, -0.185, -0.206, -0.121, 0.001, 0.068, 0.072, 0.076, 0.129, 0.118, 0.129, 0.090, 0.092, 0.078, 0.072, 0.068, -0.045, -0.379, -0.170, -0.176, -0.133, 0.039, 0.079, 0.080, 0.055, 0.111, 0.112, 0.114, 0.069, 0.066, 0.090, 0.068, 0.078, -0.083, -0.401, -0.221, -0.173, -0.176, 0.062, 0.083, 0.031, 0.068, 0.101, 0.088, 0.094, 0.076, 0.079, 0.084, 0.052, 0.016, -0.080, -0.466, -0.251, -0.180, -0.068, 0.036, 0.074, 0.078, 0.070, 0.131, 0.123, 0.130, 0.074, 0.056, 0.095, 0.069, 0.069]
}

---

Number 1: electronic energy -108268.8077 eV. Number 2: electronic energy -10000.4498 eV. Number 3: electronic energy -8246.0238 eV. Number 4: electronic energy -152365.6113 eV. Number 5: electronic energy -62100.9820 eV.